Here is one molecule with the formula C4H6Cl2Si in a non-equilibrium geometry from OMol25. Energies are from ωB97M-V with the def2-TZVPD basis set.

Last column: Mulliken charge in e.
CARTESIAN COORDINATES (ANGSTROEM)
Cl  -3.13375  -1.72480  0.13092  -0.27
Si  -2.25008  0.10139  0.05694  0.55
Cl  -3.56064  1.74150  -0.13240  -0.27
C  -1.15388  0.26971  -1.46004  -0.63
C  0.10820  -0.11115  -1.23090  -0.20
C  0.38816  -0.48651  0.22004  -0.52
C  -0.77423  -0.06175  1.17363  -0.72
H  -1.59281  0.74079  -2.27165  0.51
H  1.03942  -0.09431  -1.96174  0.26
H  0.48739  -1.55708  0.33286  0.28
H  1.33341  0.00830  0.54117  0.32
H  -0.65948  -0.77838  1.91169  0.42
H  -0.53282  1.02488  1.51170  0.27

Forces on atoms 1 to 2 (eV/Å):
-0.80 -0.24 -0.05
1.32 0.24 -1.13

## Properties
**Charge**: 0
**Molar mass**: 153.1 g mol⁻¹
**SMILES string**: Cl[Si]1(Cl)C=CCC1
**Frontier orbital gap**: 10.5341 eV
**HOMO**: -9.881 eV

***

Here is a 2-piece molecular cluster, C12H21B2FNO9Si overall from OMol25. Energies are from ωB97M-V with the def2-TZVPD basis set.

Last column: Mulliken charge in e.
CARTESIAN COORDINATES (ANGSTROEM)
C  0.04452  -2.40205  -0.08861  -1.12
C  0.51818  -0.97210  -0.39055  -0.04
C  1.36969  -0.37418  0.74594  -0.91
Si  0.31455  0.53469  2.00764  0.01
C  1.44528  1.20164  3.39595  -0.91
C  1.72705  2.69046  3.38884  0.52
C  2.38449  3.20066  4.65562  -1.39
F  0.52501  3.39242  3.23069  -0.35
B  -1.00301  -0.79412  2.83527  0.60
O  -0.54552  -1.55265  3.92335  -0.58
N  -2.33439  -1.02369  2.42228  -0.09
C  -2.88121  -0.25024  1.30799  -0.94
C  -2.86309  -2.38353  2.43687  -0.96
H  0.63490  -3.13160  -0.64298  0.39
H  0.13392  -2.63865  0.97793  0.49
H  -0.99545  -2.55143  -0.38057  0.02
H  1.10104  -1.00374  -1.31127  0.19
H  -0.34977  -0.33791  -0.58510  0.14
H  1.92312  -1.17854  1.24674  0.47
H  2.13148  0.30964  0.35722  0.43
H  -0.34518  1.67754  1.33047  -0.17
H  2.40425  0.67644  3.32627  0.45
H  1.00283  0.93517  4.36128  0.38
H  2.35456  2.94345  2.52964  0.24
H  3.45464  2.98907  4.63800  0.33
H  2.23848  4.27677  4.74745  0.36
H  1.96105  2.71214  5.53485  0.35
H  0.34422  -1.88887  3.82391  0.31
H  -3.96819  -0.35810  1.28856  0.32
H  -2.65449  0.80661  1.43131  0.28
H  -2.49937  -0.58745  0.33818  0.27
H  -2.59318  -2.91926  1.52120  0.26
H  -3.95370  -2.36428  2.51167  0.32
H  -2.47396  -2.92631  3.29562  0.32
B  0.11180  0.25724  -5.40248  1.06
O  0.87822  1.50253  -5.25396  -0.48
C  0.95004  2.13446  -6.41489  0.60
O  1.50295  3.17242  -6.63191  -0.60
C  0.17721  1.27096  -7.45652  0.58
O  0.03044  1.52800  -8.61525  -0.60
O  -0.28124  0.20605  -6.81751  -0.51
O  0.91456  -0.92341  -5.01539  -0.52
C  0.31251  -1.57615  -4.04036  0.62
O  0.69727  -2.57266  -3.49607  -0.62
C  -0.99576  -0.81361  -3.70321  0.69
O  -1.78620  -1.12392  -2.85695  -0.65
O  -1.06452  0.23011  -4.50714  -0.53

Forces on atoms 1 to 2 (eV/Å):
-0.09 0.02 0.05
0.09 -0.18 0.06

## Properties
**Charge**: -1
**Molar mass**: 392.0 g mol⁻¹
**Frontier orbital gap**: 9.2305 eV
**HOMO**: -6.971 eV